DFT (ωB97M-V/def2-TZVPD) results for a cluster of 8 separate species, C5H26N2O7 in total at a distorted geometry.

XYZ file:
```
40
C5H26N2O7 (ωB97M-V/def2-TZVPD)
H -0.149 2.853 0.436
N -0.692 2.963 -0.432
C -0.080 2.570 -1.486
N 1.120 1.912 -1.514
C 1.416 0.971 -2.617
C 1.548 -0.442 -2.035
C 2.919 -0.722 -1.367
C 2.842 -1.166 0.097
H -0.587 2.727 -2.437
H 1.702 1.891 -0.698
H 2.246 1.345 -3.213
H 0.560 1.010 -3.309
H 0.727 -0.587 -1.336
H 1.263 -1.207 -2.742
H 3.228 -1.612 -1.947
H 3.694 -0.020 -1.709
H 3.882 -0.998 0.415
H 2.190 -0.602 0.759
H 2.577 -2.226 0.037
O -1.145 -0.235 0.688
H -1.876 0.307 0.333
H -1.467 -0.759 1.431
O 0.572 -3.513 1.590
H -0.113 -3.810 0.971
H 1.059 -2.879 1.041
O -1.915 -2.759 -0.389
H -1.906 -1.791 -0.473
H -2.240 -2.936 0.499
O 0.835 1.544 1.380
H 1.669 1.303 1.797
H 0.545 0.689 0.993
O -1.707 0.777 3.318
H -1.416 1.624 3.681
H -1.478 1.006 2.397
O -3.222 1.483 0.066
H -3.355 1.709 -0.862
H -2.734 2.283 0.328
O -3.346 -1.269 1.931
H -3.869 -0.547 1.554
H -3.297 -0.888 2.821
```

Summary:
Electronic energy = -842.2684 Ha
HOMO = -8.80 eV
SMILES = [H]/N=C\NCCCC.O.O.O.O.O.O.O
Energy relative to the best compared isomer or geometry (same formula, charge and spin) = 1.4340 eV
Kohn-Sham gap = 9.22 eV
Lowest unoccupied orbital energy = 0.428 eV